2 unconnected molecules or ions with the total composition C7H17B2F3NO6S2 in a non-equilibrium geometry. Source: the Open Molecules 2025 dataset; level of theory: wB97M-V/def2-TZVPD.

XYZ file:
```
38
Properties=species:S:1:pos:R:3:nbo_charge:R:1
C 0.813 -0.553 0.448 -0.61
C 1.143 0.080 -0.954 -0.80
B -0.107 0.749 -1.696 0.76
O 0.078 1.350 -2.996 -0.94
B -1.680 0.771 -1.089 0.62
C -2.309 2.202 -0.682 -0.80
C -2.412 2.473 0.854 -0.05
O -2.693 3.880 1.049 -0.74
C -2.439 -0.646 -1.008 -0.78
C -3.292 -0.885 0.302 -0.44
C -4.792 -1.032 -0.098 0.06
F -5.665 -0.625 0.918 -0.38
H 0.662 0.228 1.228 0.19
H 1.711 -1.138 0.752 0.25
H -0.064 -1.234 0.425 0.18
H 1.540 -0.735 -1.611 0.25
H 1.967 0.815 -0.798 0.26
H 0.360 2.260 -2.869 0.49
H -1.613 2.981 -1.088 0.20
H -3.314 2.351 -1.135 0.23
H -3.248 1.945 1.354 0.18
H -1.471 2.275 1.410 0.17
H -2.487 4.355 0.244 0.46
H -3.124 -0.704 -1.894 0.24
H -1.734 -1.501 -1.120 0.23
H -2.984 -1.881 0.696 0.21
H -3.112 -0.160 1.114 0.22
H -5.011 -2.104 -0.304 0.16
H -5.056 -0.492 -1.034 0.15
N 6.187 -1.360 1.704 -1.19
S 5.756 -0.643 0.368 2.49
O 4.375 -0.239 0.269 -0.95
O 6.386 -1.087 -0.848 -0.93
F 6.480 0.762 0.599 -0.51
S 5.586 -2.808 1.835 2.49
O 5.709 -3.348 3.166 -0.94
O 5.843 -3.734 0.763 -0.94
F 4.012 -2.568 1.729 -0.52
```

## Properties
* DFT total energy: -1928.8613 hartree
* charge: -1
* 2S+1: 1
* E_HOMO: -6.8 eV
* Kohn-Sham gap: 8.813 eV
* LUMO: 2.1 eV

8 unconnected molecules or ions with the total composition C7H17Cl9N3O10 in a non-equilibrium geometry. Source: the Open Molecules 2025 dataset; level of theory: wB97M-V/def2-TZVPD.

XYZ file:
```
46
Properties=species:S:1:pos:R:3:mulliken_spin:R:1
Cl -6.749 2.481 2.756 -0.10
O -6.656 3.953 2.767 0.39
O -5.922 1.984 3.834 0.41
O -8.072 2.009 2.839 -0.03
O -6.248 1.953 1.492 0.32
C -8.525 -0.129 5.946 0.00
N -9.802 -0.235 6.698 0.00
O -10.159 -1.300 7.274 0.00
O -10.426 0.782 6.766 0.00
H -8.813 0.191 4.945 0.00
H -8.264 -1.186 5.886 0.00
H -7.868 0.504 6.542 0.00
C -9.398 3.708 0.286 0.00
N -10.330 4.373 1.239 0.00
O -10.205 5.584 1.272 0.00
O -11.084 3.643 1.862 0.00
H -9.813 4.052 -0.662 0.00
H -9.493 2.646 0.515 0.00
H -8.426 4.146 0.511 0.00
C -7.615 -0.511 -1.145 0.00
N -8.179 0.458 -2.110 0.00
O -9.022 1.254 -1.781 0.00
O -7.580 0.557 -3.183 0.00
H -8.298 -1.306 -0.849 0.00
H -7.402 0.206 -0.351 0.00
H -6.659 -0.884 -1.512 0.00
C -2.470 1.936 2.091 0.00
Cl -2.350 0.202 1.751 0.00
Cl -1.254 2.440 3.337 0.00
H -2.347 2.513 1.174 0.00
H -3.448 2.208 2.488 0.00
C -8.569 4.404 6.247 0.00
Cl -10.369 4.461 6.149 0.00
Cl -8.066 2.969 7.134 0.00
H -8.137 4.418 5.246 0.00
H -8.399 5.327 6.801 0.00
C -6.238 4.612 -1.083 0.00
Cl -7.429 5.892 -1.237 0.00
Cl -4.724 4.858 -2.029 0.00
H -5.915 4.499 -0.048 0.00
H -6.762 3.709 -1.398 0.00
C -6.994 -1.609 2.164 0.01
Cl -7.087 -2.134 3.844 0.00
Cl -5.501 -2.327 1.526 0.00
H -7.846 -2.028 1.630 0.00
H -6.989 -0.523 2.066 0.00
```

## Properties
* DFT total energy: -5334.5742 hartree
* <S²>: 0.767
* 2S+1: 2
* E_HOMO (alpha / beta): -10.8 / -10.8 eV
* Kohn-Sham gap (alpha / beta): 10.266 / 3.727 eV
* LUMO (alpha / beta): -0.6 / -7.1 eV

A molecular structure, C7H17CoO3 in a non-equilibrium geometry. Source: the Open Molecules 2025 dataset; level of theory: wB97M-V/def2-TZVPD.

XYZ file:
```
28
Properties=species:S:1:pos:R:3:mulliken_spin:R:1
C -0.573 2.813 -0.643 0.00
O -0.331 1.443 -0.307 0.04
C -1.478 0.595 -0.455 -0.05
C -1.173 -0.725 0.206 0.00
O 0.122 -1.120 -0.255 0.06
C 0.719 -2.255 0.377 0.00
C 2.131 -2.342 -0.153 0.01
O 2.716 -1.033 -0.058 0.04
C 4.136 -1.015 -0.238 0.00
Co 1.368 0.400 -0.385 2.83
H 0.368 3.358 -0.513 0.00
H -0.914 2.885 -1.684 0.00
H -1.332 3.219 0.036 0.00
H -1.695 0.478 -1.527 0.00
H -2.389 1.074 0.032 0.07
H -1.921 -1.477 -0.075 0.00
H -1.147 -0.623 1.301 0.00
H 0.160 -3.166 0.128 0.00
H 0.713 -2.103 1.466 0.00
H 2.150 -2.658 -1.205 0.00
H 2.713 -3.048 0.453 0.00
H 4.463 0.028 -0.176 0.00
H 4.607 -1.601 0.561 0.00
H 4.389 -1.432 -1.221 0.00
C -4.387 2.044 1.051 0.91
H -4.951 2.101 0.120 0.02
H -3.888 2.940 1.423 0.03
H -4.576 1.219 1.738 0.02
```

## Properties
* DFT total energy: -1884.6306 hartree
* <S²>: 6.010
* charge: +2
* 2S+1: 5
* E_HOMO (alpha / beta): -14.4 / -19.1 eV
* Kohn-Sham gap (alpha / beta): 5.828 / 9.288 eV
* LUMO (alpha / beta): -8.6 / -9.8 eV

3 unconnected molecules or ions with the total composition C7H17F3N6O5. Source: the Open Molecules 2025 dataset; level of theory: wB97M-V/def2-TZVPD.

XYZ file:
```
38
Properties=species:S:1:pos:R:3:nbo_charge:R:1
N 5.154 1.087 1.222 -0.64
N 3.924 1.612 1.720 -0.47
C 3.049 2.051 0.773 0.86
O 3.310 2.272 -0.379 -0.64
O 1.831 2.247 1.333 -0.53
C 0.737 2.170 0.413 -0.09
C -0.531 1.889 1.211 -0.08
O -1.239 0.818 0.599 -0.52
C -2.600 1.037 0.340 -0.16
C -3.452 0.544 1.489 0.95
F -4.756 0.716 1.215 -0.33
F -3.192 1.196 2.641 -0.33
F -3.258 -0.762 1.728 -0.33
H 5.435 0.359 1.867 0.38
H 4.967 0.649 0.324 0.35
H 3.449 1.009 2.381 0.38
H 0.889 1.346 -0.285 0.20
H 0.675 3.089 -0.169 0.19
H -1.169 2.773 1.279 0.18
H -0.239 1.597 2.222 0.20
H -2.893 0.458 -0.536 0.25
H -2.835 2.090 0.163 0.19
C -4.946 -0.379 -3.067 0.78
O -4.238 0.258 -2.305 -0.68
N -6.005 0.186 -3.718 -0.85
N -4.736 -1.704 -3.324 -0.85
H -6.602 -0.317 -4.346 0.39
H -6.184 1.157 -3.544 0.41
H -3.969 -2.146 -2.853 0.41
H -5.308 -2.245 -3.943 0.39
C 4.465 -2.732 0.995 0.78
O 4.757 -1.786 1.710 -0.69
N 3.547 -2.628 -0.010 -0.84
N 5.037 -3.962 1.149 -0.84
H 3.293 -3.392 -0.606 0.39
H 3.105 -1.738 -0.144 0.41
H 5.715 -4.063 1.881 0.41
H 4.815 -4.751 0.574 0.39
```

## Properties
* DFT total energy: -1281.3331 hartree
* 2S+1: 1
* E_HOMO: -8.4 eV
* Kohn-Sham gap: 8.921 eV
* LUMO: 0.5 eV

Among the records above, which one has the lowest DFT total energy?
C7H17Cl9N3O10